{"formula": "C35H45LaN3O7PS4", "method": "the ωB97M-V functional and the def2-TZVPD basis", "charge": -2, "max_force_ev_per_a": 2.5, "relative_energy_kcal_mol": 15.73, "gap_ev": 6.07, "species": ["La", "O", "S", "O", "O", "C", "C", "C", "C", "C", "C", "S", "O", "O", "O", "H", "H", "H", "H", "S", "C", "C", "C", "C", "N", "C", "C", "C", "S", "C", "N", "H", "H", "N", "C", "O", "C", "C", "H", "H", "H", "H", "H", "H", "C", "C", "C", "C", "C", "C", "P", "C", "C", "C", "C", "C", "C", "C", "C", "C", "C", "C", "C", "H", "H", "H", "H", "H", "H", "H", "H", "H", "H", "H", "H", "H", "H", "H", "H", "H", "H", "H", "H", "H", "H", "H", "H", "H", "H", "H", "H", "H", "H", "H", "H", "H"], "coordinates": [[0.101, 0.276, 0.781], [-3.833, -0.448, 2.805], [-2.449, -0.147, 3.104], [-1.985, -0.593, 4.385], [-1.583, -0.599, 1.954], [-2.345, 1.652, 3.139], [-3.573, 2.303, 3.032], [-3.652, 3.682, 3.109], [-2.504, 4.438, 3.306], [-1.279, 3.810, 3.414], [-1.183, 2.425, 3.327], [0.512, 1.852, 3.310], [0.993, 2.238, 1.965], [1.168, 2.526, 4.392], [0.486, 0.392, 3.369], [-4.458, 1.696, 2.879], [-4.616, 4.170, 3.010], [-2.561, 5.520, 3.362], [-0.368, 4.386, 3.541], [-1.421, 2.618, -0.090], [-0.144, 3.774, -0.382], [-0.375, 5.126, -0.087], [0.559, 6.125, -0.328], [0.239, 7.502, -0.007], [-0.029, 8.593, 0.245], [1.792, 5.778, -0.889], [2.047, 4.442, -1.175], [1.121, 3.415, -0.933], [1.565, 1.765, -1.329], [2.796, 6.779, -1.186], [3.599, 7.568, -1.432], [-1.330, 5.394, 0.346], [3.006, 4.174, -1.599], [2.315, -1.263, -2.304], [1.592, -1.898, -1.336], [0.361, -2.000, -1.430], [2.352, -2.365, -0.138], [2.307, -1.160, 0.837], [1.775, -0.639, -2.890], [3.195, -0.872, -2.004], [3.355, -2.695, -0.427], [1.813, -3.214, 0.274], [3.137, -0.489, 0.591], [2.498, -1.520, 1.854], [-7.061, 1.047, -1.258], [-5.996, 1.985, -1.860], [-4.568, 1.541, -1.497], [-4.487, 0.010, -1.422], [-5.340, -0.475, -0.224], [-6.546, 0.446, 0.047], [-2.735, -0.618, -1.317], [-2.195, -0.556, -3.122], [-3.257, -0.723, -4.253], [-3.547, 0.596, -4.969], [-2.293, 1.109, -5.694], [-1.017, 0.831, -4.869], [-1.342, 0.697, -3.385], [-2.920, -2.476, -1.109], [-3.821, -3.257, -2.088], [-4.076, -4.703, -1.604], [-2.877, -5.227, -0.816], [-2.708, -4.410, 0.481], [-3.230, -2.968, 0.316], [-7.277, 0.229, -1.956], [-8.002, 1.581, -1.106], [-6.152, 3.003, -1.492], [-6.110, 2.024, -2.948], [-4.278, 1.957, -0.529], [-3.854, 1.957, -2.206], [-4.921, -0.392, -2.340], [-4.733, -0.545, 0.678], [-5.710, -1.483, -0.432], [-6.253, 1.257, 0.724], [-7.332, -0.115, 0.555], [-1.505, -1.403, -3.164], [-4.186, -1.145, -3.891], [-2.876, -1.438, -4.995], [-3.885, 1.336, -4.234], [-4.369, 0.468, -5.680], [-2.394, 2.182, -5.885], [-2.217, 0.624, -6.672], [-0.279, 1.624, -5.019], [-0.549, -0.103, -5.210], [-1.840, 1.606, -3.035], [-0.432, 0.647, -2.800], [-1.881, -2.764, -1.303], [-3.351, -3.291, -3.073], [-4.784, -2.748, -2.206], [-4.294, -5.349, -2.460], [-4.963, -4.731, -0.960], [-1.981, -5.125, -1.438], [-2.985, -6.292, -0.595], [-1.649, -4.382, 0.764], [-3.242, -4.896, 1.302], [-2.796, -2.326, 1.071], [-4.309, -2.948, 0.486]], "atomic_forces_ev_per_a": [[1.33, -0.05, -1.80], [-0.01, 0.05, -0.07], [-0.13, -0.25, -0.05], [0.10, -0.19, 0.08], [-1.88, -0.45, 1.54], [0.22, 0.27, 0.02], [0.16, -0.03, -0.01], [0.00, 0.09, 0.00], [-0.15, 0.09, 0.00], [0.02, -0.09, -0.06], [-0.35, -0.15, -0.06], [0.29, 0.23, 0.61], [0.04, 0.27, 0.36], [0.11, 0.06, 0.12], [0.02, 0.05, -0.05], [0.07, 0.07, 0.02], [0.05, -0.02, 0.00], [0.00, -0.08, -0.02], [-0.11, -0.06, 0.00], [-0.11, 0.44, -0.35], [-0.02, 0.07, -0.02], [-0.11, -0.14, 0.02], [-0.22, 0.48, 0.15], [0.14, -0.54, -0.14], [-0.02, 0.02, 0.02], [0.45, 0.26, -0.17], [-0.05, -0.24, -0.01], [0.07, 0.14, -0.08], [0.24, 0.32, -0.16], [-0.36, -0.34, 0.14], [-0.02, -0.04, 0.00], [0.00, -0.01, -0.01], [-0.02, 0.00, 0.01], [-0.08, -0.04, 0.02], [-0.20, 0.03, -0.15], [0.18, 0.23, 0.16], [-0.01, 0.19, 0.09], [0.24, -0.44, -0.16], [-0.01, 0.04, 0.01], [0.02, -0.01, -0.01], [0.13, -0.08, -0.04], [-0.07, -0.11, 0.07], [0.04, 0.15, -0.01], [-0.05, 0.00, 0.06], [0.12, -0.01, -0.03], [0.01, -0.04, 0.08], [-0.04, -0.07, 0.06], [-0.05, 0.02, 0.28], [-0.02, 0.07, -0.09], [0.12, 0.05, -0.05], [-0.21, -0.29, -0.31], [-0.15, 0.09, -0.07], [0.31, -0.01, 0.02], [0.10, 0.07, 0.08], [0.01, -0.03, 0.08], [-0.08, -0.05, -0.05], [-0.15, -0.01, -0.04], [-0.04, -0.06, -0.01], [-0.03, 0.05, 0.03], [0.04, 0.07, 0.01], [-0.01, 0.16, 0.00], [0.08, 0.08, -0.09], [0.01, -0.09, -0.13], [0.00, 0.03, 0.01], [0.00, 0.02, 0.00], [-0.01, -0.01, -0.02], [0.00, -0.01, -0.02], [0.04, -0.02, 0.01], [0.04, 0.00, 0.02], [-0.09, 0.00, -0.01], [0.04, 0.01, 0.06], [0.02, -0.01, -0.03], [-0.01, -0.06, -0.05], [0.00, -0.01, 0.04], [0.03, -0.08, -0.05], [-0.14, -0.17, 0.10], [0.00, 0.04, 0.05], [0.04, -0.08, -0.10], [-0.01, 0.00, -0.01], [0.01, -0.02, 0.02], [0.00, 0.01, -0.01], [-0.03, -0.03, -0.01], [-0.03, 0.06, 0.01], [-0.01, -0.01, 0.02], [0.14, 0.02, 0.14], [0.03, -0.02, -0.02], [0.01, 0.05, -0.04], [0.05, -0.01, -0.04], [-0.01, 0.01, -0.01], [0.03, 0.00, -0.02], [-0.03, -0.02, 0.02], [-0.01, 0.00, 0.01], [-0.11, 0.00, -0.02], [-0.01, 0.00, 0.01], [0.08, 0.10, 0.09], [0.01, 0.01, -0.01]], "mulliken_charge": [1.674, -0.806, 1.430, -0.757, -0.206, -0.330, -0.397, -0.708, -0.489, -1.129, 0.759, 1.650, -0.600, -0.749, -0.630, 0.529, 0.348, 0.417, 0.415, -0.111, -0.327, -0.799, 0.421, -0.075, -0.654, 0.599, -0.918, 0.549, -0.723, -0.162, -0.646, 0.518, 0.466, -0.402, 0.256, -0.422, -0.692, -1.364, 0.251, 0.252, 0.371, 0.204, 0.446, 0.459, -0.834, -0.989, -0.424, 0.410, -0.204, -0.796, 1.015, 0.246, -1.182, -0.490, -0.899, -1.030, 0.560, 0.321, -0.670, -0.936, -0.717, -0.820, -0.230, 0.280, 0.509, 0.474, 0.235, 0.091, -0.043, 0.313, -0.286, 0.023, 0.126, 0.599, 0.751, 0.437, 0.539, -0.116, 0.467, 0.366, 0.339, 0.422, 0.345, -0.037, -0.518, 0.317, 0.286, -0.015, 0.520, 0.292, 0.231, 0.490, 0.247, 0.502, -0.757, 0.322]}

***

{"formula": "C3H7NO2", "method": "the ωB97M-V functional and the def2-TZVPD basis", "spin_multiplicity": 2, "charge": 1, "max_force_ev_per_a": 3.3, "relative_energy_kcal_mol": 19.99, "gap_ev": [12.45, 6.10], "species": ["O", "C", "O", "C", "C", "N", "H", "H", "H", "H", "H", "H", "H"], "coordinates": [[-0.576, -0.440, 2.111], [0.185, -0.541, 1.173], [1.483, -0.669, 1.311], [-0.294, -0.452, -0.280], [0.574, 0.478, -1.097], [-1.648, 0.131, -0.144], [1.701, -0.630, 2.263], [-0.285, -1.501, -0.585], [1.646, 0.390, -0.929], [0.289, 1.520, -0.907], [0.504, 0.334, -2.182], [-1.992, 0.353, -1.088], [-1.586, 1.027, 0.353]], "atomic_forces_ev_per_a": [[-0.24, -0.01, -0.90], [-0.32, 0.46, 1.07], [0.39, -0.06, -0.07], [0.47, -0.83, 2.23], [-0.35, 0.89, -1.70], [2.35, 1.32, -1.95], [-0.01, -0.17, -0.23], [-0.38, 0.13, -0.57], [-0.07, -0.35, 0.71], [0.25, -0.06, 0.10], [-0.42, -0.15, 0.18], [-0.99, -0.65, 0.26], [-0.68, -0.52, 0.88]], "mulliken_charge": [-0.482, 0.464, -0.398, 0.337, -1.284, -0.218, 0.391, 0.336, 0.359, 0.410, 0.374, 0.342, 0.369]}

***

- The highest charge belongs to which entry?
  C3H7NO2